(1)
{
  "formula": "C2H2O4S",
  "method": "ωB97M-V/def2-TZVPD",
  "largest_force_ev_per_a": 4.8,
  "charge": 0,
  "homo_energy_ev": -10.801,
  "relative_energy_kj_mol": 198.8,
  "symbols": ["C", "C", "O", "O", "O", "O", "S", "H", "H"],
  "xyz": [[-0.749340, -0.945733, 0.878487], [-0.226748, -0.421663, -0.388338], [-1.657929, -1.725185, 1.036325], [1.114462, 2.569081, -0.040183], [-0.756203, 0.765614, -0.786075], [1.416032, 0.168218, -0.185602], [0.943791, 1.474896, -0.945666], [-0.147968, -0.690916, 1.714694], [0.063904, -1.194313, -1.283641]],
  "atomic_forces_ev_per_a": [[-0.51, -2.00, 1.17], [2.55, -0.57, -4.07], [0.18, 0.72, -0.97], [-0.31, 0.03, -0.25], [1.31, 0.07, 0.42], [-2.68, -0.75, -0.08], [-0.17, 0.10, 0.23], [0.76, 0.85, 1.17], [-1.13, 1.55, 2.38]],
  "nbo_charge": [0.3566, 0.3237, -0.4419, -0.8351, -0.6932, -0.7929, 1.7329, 0.1401, 0.2097]
}

(2)
{
  "formula": "C2H2O5S",
  "method": "ωB97M-V/def2-TZVPD",
  "largest_force_ev_per_a": 3.8,
  "charge": 0,
  "homo_energy_ev": -10.641,
  "relative_energy_kj_mol": 14.1,
  "symbols": ["C", "C", "O", "O", "O", "O", "O", "S", "H", "H"],
  "xyz": [[0.538440, 1.092247, -0.357886], [0.207709, -0.258150, 0.017098], [0.429609, 0.934239, 0.875717], [1.581950, 4.004854, 0.159040], [-0.844142, 3.836325, -0.498198], [0.774554, 1.915288, -1.202568], [0.840771, 4.067402, -2.155537], [0.525989, 3.796303, -0.799975], [0.866119, -0.987546, 0.189204], [-0.768632, -0.525207, -0.116041]],
  "atomic_forces_ev_per_a": [[0.72, -1.47, -1.71], [-0.32, 2.64, -1.03], [-0.61, 1.02, 2.72], [-1.44, -0.59, -0.05], [-1.33, -0.54, 1.53], [-0.17, -0.62, 0.11], [0.30, 0.68, -0.46], [2.69, 2.12, -1.51], [2.74, -2.56, 0.36], [-2.58, -0.66, 0.04]],
  "nbo_charge": [0.8353, -0.1513, -0.3569, -0.8884, -0.8950, -0.5535, -0.9144, 2.5075, 0.2093, 0.2074]
}

(3)
{
  "formula": "C2H2OP2",
  "method": "ωB97M-V/def2-TZVPD",
  "largest_force_ev_per_a": 3.8,
  "charge": 0,
  "homo_energy_ev": -9.309,
  "relative_energy_kj_mol": 1.9,
  "symbols": ["C", "C", "O", "P", "P", "H", "H"],
  "xyz": [[0.139741, -0.045815, -0.897132], [0.850915, -0.459740, 0.140561], [0.536954, -0.195303, -2.172575], [2.466234, -1.509131, -0.617660], [1.983157, -0.952482, -2.502444], [-0.878514, 0.512957, -0.879864], [0.664464, -0.205251, 1.160953]],
  "atomic_forces_ev_per_a": [[-2.35, 1.58, -0.14], [2.68, -1.72, -1.99], [0.16, -0.07, -0.42], [-1.90, 1.69, 1.47], [-0.46, -0.19, 0.47], [1.95, -0.97, 0.23], [-0.08, -0.33, 0.39]],
  "nbo_charge": [0.1140, -0.4936, -0.7209, 0.0862, 0.5662, 0.2100, 0.2382]
}

(4)
{
  "formula": "C2H2OPr",
  "method": "ωB97M-V/def2-TZVPD",
  "largest_force_ev_per_a": 6.1,
  "multiplicity": 4,
  "charge": 0,
  "homo_energy_ev": [-6.985, -8.095],
  "relative_energy_kj_mol": 21.6,
  "symbols": ["C", "C", "H", "H", "O", "Pr"],
  "xyz": [[-0.958843, 0.719698, -0.040916], [-0.563391, -0.513968, -0.026421], [-1.919128, 1.251002, 0.003251], [-1.021150, -1.509452, 0.062238], [2.830441, -0.856320, -0.024865], [1.632070, 0.909040, 0.026711]],
  "atomic_forces_ev_per_a": [[0.50, -1.46, 0.05], [-0.98, 1.71, 0.17], [0.40, -0.08, -0.07], [0.61, 0.31, -0.14], [-3.14, 5.07, 0.16], [2.61, -5.56, -0.18]],
  "mulliken_spin": [0.2474, 0.3215, 0.0706, 0.0676, 0.0018, 2.2911]
}

(5)
{
  "formula": "C2H2OS",
  "method": "ωB97M-V/def2-TZVPD",
  "largest_force_ev_per_a": 4.9,
  "smiles": "C#C.O=S",
  "charge": 0,
  "homo_energy_ev": [-9.061, -8.892],
  "relative_energy_kj_mol": 298.7,
  "symbols": ["C", "C", "H", "H", "O", "S"],
  "xyz": [[-0.606205, -0.297899, -0.763097], [-1.651605, 0.009396, -0.227704], [0.216473, -0.636531, -1.449815], [-2.558221, 0.176871, 0.158171], [2.839535, -0.105407, 1.090186], [1.760022, 0.853570, 1.192259]],
  "atomic_forces_ev_per_a": [[-0.42, -0.22, -0.80], [4.28, -1.20, -2.11], [-1.23, 0.69, 1.46], [-2.69, 0.70, 1.40], [1.54, -1.37, -0.15], [-1.48, 1.40, 0.20]],
  "nbo_charge": [-0.2555, -0.2230, 0.2578, 0.2159, -0.7082, 0.7129]
}

(6)
{
  "formula": "C2H2OS",
  "method": "ωB97M-V/def2-TZVPD",
  "largest_force_ev_per_a": 3.0,
  "charge": 0,
  "homo_energy_ev": -8.981,
  "relative_energy_kj_mol": 79.4,
  "symbols": ["C", "C", "O", "S", "H", "H"],
  "xyz": [[-1.397867, 0.481406, -1.335670], [0.959258, -0.269048, 0.646455], [-2.385611, 0.071657, -0.950126], [0.378921, 1.038934, -0.054024], [0.461721, -0.857422, 1.323188], [1.983577, -0.465526, 0.370177]],
  "atomic_forces_ev_per_a": [[-1.68, -0.54, -0.76], [1.73, 1.75, -1.64], [0.50, 0.17, -0.17], [0.48, 0.74, 0.84], [-1.18, -1.39, 1.51], [0.15, -0.74, 0.22]],
  "nbo_charge": [0.4594, -0.5346, -0.4932, 0.1789, 0.1913, 0.1983]
}

(7)
{
  "formula": "C2H2OS3",
  "method": "ωB97M-V/def2-TZVPD",
  "largest_force_ev_per_a": 6.0,
  "smiles": "O[C@@H]1SC12SS2",
  "charge": 0,
  "homo_energy_ev": -8.922,
  "relative_energy_kj_mol": 208.5,
  "symbols": ["O", "C", "S", "C", "S", "S", "H", "H"],
  "xyz": [[0.551967, 0.591832, -0.285494], [-0.430656, -0.558452, 0.298615], [-1.150131, -1.832566, -0.742599], [-1.815355, -0.397601, -0.055397], [-3.245947, 0.058464, 0.921935], [-2.658003, 0.912897, -0.903634], [0.045625, 1.436273, -0.538483], [0.202482, -0.795819, 1.075891]],
  "atomic_forces_ev_per_a": [[-2.48, -0.85, 0.16], [2.41, 4.05, -3.76], [0.52, -0.85, -0.45], [-1.28, 0.69, 1.08], [0.05, -0.28, -0.20], [0.17, 0.20, 0.23], [0.54, -2.12, 0.62], [0.07, -0.85, 2.31]],
  "nbo_charge": [-0.7633, -0.0191, 0.2670, -0.5180, 0.1563, 0.1587, 0.4767, 0.2418]
}

(8)
{
  "formula": "C2H2S4",
  "method": "ωB97M-V/def2-TZVPD",
  "largest_force_ev_per_a": 1.8,
  "smiles": "S=C(S)C(=S)S",
  "charge": 0,
  "homo_energy_ev": -8.909,
  "relative_energy_kj_mol": 13.2,
  "symbols": ["S", "C", "S", "C", "S", "S", "H", "H"],
  "xyz": [[-1.076823, -1.856332, 0.166344], [-0.735529, -0.297212, -0.000166], [-1.896850, 1.005360, -0.069837], [0.718766, 0.244302, 0.010245], [0.928868, 1.889484, 0.173299], [1.964868, -1.001438, -0.050897], [-2.844373, 0.083925, -0.059583], [2.941071, -0.068090, -0.169407]],
  "atomic_forces_ev_per_a": [[0.06, -0.49, -0.08], [1.27, 1.05, 0.25], [0.27, -0.18, -0.09], [-0.55, 0.87, 0.29], [0.23, -1.80, -0.30], [-0.36, 0.98, -0.16], [-0.75, -0.12, -0.03], [-0.17, -0.32, 0.12]],
  "nbo_charge": [0.1015, -0.4002, 0.1604, -0.3495, 0.0641, 0.1552, 0.1234, 0.1452]
}

(9)
{
  "formula": "C2H2S4",
  "method": "ωB97M-V/def2-TZVPD",
  "largest_force_ev_per_a": 0.7,
  "smiles": "S=C(S)C(=S)S",
  "charge": 0,
  "homo_energy_ev": -8.952,
  "relative_energy_kj_mol": 0.5,
  "symbols": ["S", "C", "S", "C", "S", "S", "H", "H"],
  "xyz": [[0.601142, -0.412031, -2.030951], [-0.281042, -0.081910, -0.698819], [-2.019435, 0.089654, -0.717838], [0.314037, 0.070603, 0.698792], [-0.643693, 0.222454, 2.002037], [2.034711, 0.114180, 0.897365], [-2.096040, -0.102142, -2.030702], [2.334479, -0.058110, -0.378935]],
  "atomic_forces_ev_per_a": [[-0.14, 0.10, 0.31], [0.14, -0.17, -0.12], [0.19, 0.07, 0.44], [-0.04, 0.13, -0.10], [-0.03, -0.05, -0.11], [-0.27, 0.05, 0.56], [0.00, -0.05, -0.33], [0.15, -0.10, -0.65]],
  "nbo_charge": [0.0644, -0.3696, 0.1701, -0.3975, 0.0998, 0.1609, 0.1311, 0.1408]
}

Question: Which value of charge does entry 4 give?
Answer: 0